DFT (ωB97M-V/def2-TZVPD) results for 6 unconnected molecules or ions with the total composition C49H53BBrFIN7O15PS at a distorted geometry.

Each line ends with the Löwdin charge.
Positions of all 130 atoms, in Å:
C (4.88027, 2.79391, -3.41027)  -0.171
C (6.06312, 2.10391, -4.08322)  -0.741
I (7.86408, 2.82191, -3.17465)  0.929
C (6.07273, 0.53851, -4.13818)  -0.178
C (4.91582, -0.13440, -3.50585)  -0.210
N (3.76424, -0.17829, -4.05574)  0.018
C (3.45939, 0.36616, -5.37451)  0.036
C (2.70517, -0.80116, -3.19508)  -0.309
C (1.80565, 0.39449, -2.80103)  -0.020
C (1.28685, 0.43520, -1.38301)  -0.331
O (0.59048, -0.43566, -0.94093)  0.098
C (1.61110, 1.64622, -0.57843)  -0.161
C (1.33863, 2.89764, -1.15116)  -0.019
C (1.61181, 4.07620, -0.45701)  -0.050
C (2.17730, 3.98609, 0.81622)  -0.060
C (2.45128, 2.73822, 1.38325)  -0.052
C (2.15966, 1.55657, 0.70234)  -0.033
S (1.78818, -1.98171, -4.25455)  0.699
C (0.66376, -2.83971, -3.19181)  -0.081
O (2.74708, -2.85297, -4.87487)  -0.268
O (0.99445, -1.20404, -5.17765)  -0.307
C (3.60337, -1.56578, -2.22132)  -0.146
B (3.01883, -2.24315, -0.87909)  -0.652
N (2.87661, -1.49115, 0.38019)  0.158
O (2.62454, -3.54375, -0.98062)  0.139
C (4.96832, -0.83194, -2.15293)  -0.410
C (5.14784, 0.22730, -1.03035)  -0.090
C (5.94496, -0.20526, 0.18926)  -0.184
F (5.62876, -1.47621, 0.60021)  -0.065
P (6.35386, -2.08710, -2.55061)  0.673
O (7.69282, -1.43726, -1.86636)  -0.336
Br (5.94741, -3.89368, -1.33455)  0.496
H (3.92773, 2.58729, -3.89129)  0.044
H (4.80212, 2.60047, -2.34573)  0.064
H (5.02416, 3.86532, -3.50558)  0.076
H (6.08564, 2.45685, -5.10569)  0.073
H (6.10840, 0.22286, -5.17834)  0.139
H (7.00183, 0.18965, -3.71205)  0.046
H (4.00492, 1.28228, -5.55513)  0.093
H (3.67372, -0.35650, -6.15425)  0.126
H (2.40647, 0.60653, -5.41423)  0.087
H (0.93312, 0.38891, -3.45620)  0.137
H (2.30884, 1.32673, -3.01966)  0.099
H (0.90792, 2.96702, -2.14075)  0.107
H (1.39200, 5.03270, -0.89748)  0.107
H (2.38044, 4.90037, 1.34996)  0.106
H (2.88380, 2.71005, 2.37111)  0.106
H (2.36745, 0.58854, 1.12926)  0.091
H (1.09778, -3.77349, -2.86701)  0.076
H (-0.21974, -2.98885, -3.79895)  0.087
H (0.41714, -2.18318, -2.35755)  0.065
H (3.87403, -2.45278, -2.81492)  0.091
H (1.90930, -1.52005, 0.69157)  0.084
H (3.38832, -1.99704, 1.10463)  0.050
H (2.69340, -3.95638, -0.11002)  0.112
H (5.69488, 1.07249, -1.44342)  0.086
H (4.15679, 0.51341, -0.70191)  0.100
H (7.02031, -0.15482, 0.05171)  0.110
H (5.70381, 0.47929, 1.00087)  0.133
H (7.59188, -0.48451, -1.74034)  0.023
C (7.91015, -6.10598, 3.93550)  -0.058
C (7.86955, -5.03434, 3.05260)  -0.056
C (6.65279, -4.49723, 2.66743)  -0.005
C (5.49096, -5.04864, 3.17983)  -0.143
C (5.51038, -6.11915, 4.05550)  0.004
C (6.73278, -6.64865, 4.43290)  -0.054
N (4.19519, -4.48017, 2.79238)  -0.323
O (4.19777, -3.55008, 1.99903)  0.023
O (3.19386, -4.95907, 3.27188)  0.111
H (8.86305, -6.51917, 4.23766)  0.112
H (8.78758, -4.61482, 2.66566)  0.111
H (6.62002, -3.66385, 1.97995)  0.097
H (4.59134, -6.53532, 4.43998)  0.123
H (6.76674, -7.48410, 5.11767)  0.113
C (0.11493, 4.37672, -9.36494)  -0.054
C (-0.21983, 3.34522, -8.49678)  -0.055
C (0.36115, 3.27882, -7.24200)  -0.003
C (1.27137, 4.25638, -6.87800)  -0.151
C (1.62159, 5.28886, -7.73007)  0.002
C (1.03588, 5.34397, -8.98330)  -0.053
N (1.87808, 4.20422, -5.54387)  -0.337
O (1.57507, 3.27199, -4.81283)  0.033
O (2.65308, 5.08019, -5.22996)  0.093
H (-0.34536, 4.42792, -10.34234)  0.114
H (-0.93678, 2.59404, -8.79655)  0.113
H (0.10302, 2.48028, -6.56244)  0.117
H (2.33550, 6.03957, -7.42587)  0.122
H (1.29526, 6.14426, -9.66172)  0.114
C (-1.20401, 0.43806, 1.43182)  -0.076
C (-1.37615, 0.90806, 2.72687)  -0.050
C (-2.43655, 1.74720, 3.03048)  0.003
C (-3.31418, 2.09801, 2.02114)  -0.141
C (-3.15826, 1.64380, 0.72360)  -0.001
C (-2.09276, 0.80872, 0.43124)  -0.065
N (-4.45608, 2.97217, 2.33109)  -0.344
O (-4.56186, 3.38081, 3.46985)  0.070
O (-5.22585, 3.23444, 1.42939)  0.080
H (-0.37973, -0.21708, 1.20207)  0.082
H (-0.68411, 0.62015, 3.50641)  0.112
H (-2.56953, 2.10969, 4.03879)  0.106
H (-3.85593, 1.93376, -0.04775)  0.118
H (-1.95658, 0.44249, -0.57711)  0.100
C (-8.54328, 0.64668, 6.14470)  -0.065
C (-8.03960, -0.31349, 7.01223)  -0.060
C (-6.67066, -0.45402, 7.16989)  0.004
C (-5.82894, 0.37704, 6.45273)  -0.146
C (-6.31061, 1.33538, 5.58017)  -0.001
C (-7.68114, 1.46666, 5.42765)  -0.057
N (-4.37573, 0.24664, 6.63265)  -0.346
O (-3.97159, -0.60723, 7.39382)  0.081
O (-3.65709, 1.00531, 6.00846)  0.058
H (-9.61419, 0.75663, 6.03032)  0.102
H (-8.71624, -0.94942, 7.56519)  0.093
H (-6.27080, -1.19776, 7.84242)  0.120
H (-5.63532, 1.97434, 5.03101)  0.092
H (-8.07505, 2.21346, 4.75200)  0.110
C (-14.65371, -1.57619, 3.73085)  -0.068
C (-13.63760, -2.44635, 3.35806)  -0.063
C (-12.51679, -2.58953, 4.15917)  -0.003
C (-12.43657, -1.85538, 5.32777)  -0.148
C (-13.43452, -0.98006, 5.71412)  -0.003
C (-14.55034, -0.84210, 4.90500)  -0.063
N (-11.25763, -2.01796, 6.19176)  -0.345
O (-10.38482, -2.77569, 5.82325)  0.082
O (-11.22494, -1.38122, 7.22779)  0.064
H (-15.52973, -1.47081, 3.10488)  0.108
H (-13.71945, -3.01639, 2.44323)  0.109
H (-11.72259, -3.26390, 3.87641)  0.120
H (-13.34824, -0.41527, 6.63017)  0.120
H (-15.34123, -0.16372, 5.19272)  0.109

Cartesian forces (eV/Å) of the 2 atoms listed first:
C 0.201 0.283 0.030
C -0.577 -0.092 0.008

The gap between HOMO and LUMO is 0.2641 Eh. The calculation puts the HOMO energy at -10.70 eV. Its net charge is +1.

DFT (ωB97M-V/def2-TZVPD) results for 6 unconnected molecules or ions with the total composition C29H36N5O4P at a distorted geometry.

Each line ends with the Löwdin charge.
Positions of all 75 atoms, in Å:
C (-1.50252, 0.67649, -1.62156)  -0.074
C (-0.83080, -0.59633, -2.19098)  -0.226
C (0.33290, -0.31273, -3.15419)  -0.121
C (1.70286, -0.36065, -2.53296)  -0.126
C (2.75489, 0.30037, -3.01816)  0.048
C (4.05349, 0.20413, -2.29730)  -0.369
O (5.12750, 0.11650, -2.86275)  0.095
C (3.90985, 0.18401, -0.79730)  -0.260
P (5.05227, 1.06970, 0.34702)  0.857
O (4.04475, 2.07173, 1.16578)  -0.282
O (5.84712, 2.04948, -0.70907)  -0.280
C (2.87756, -0.51029, -0.32071)  0.005
C (1.97299, -1.18303, -1.30201)  -0.332
O (1.52706, -2.29846, -1.14300)  0.122
H (-1.35559, 0.75726, -0.55095)  0.057
H (-2.56691, 0.60132, -1.81727)  0.068
H (-1.16735, 1.57752, -2.12447)  0.048
H (-1.56187, -1.17276, -2.74518)  0.101
H (-0.55417, -1.21202, -1.34422)  0.075
H (0.20720, 0.68616, -3.55588)  0.106
H (0.29159, -1.03150, -3.96607)  0.125
H (2.69765, 0.92437, -3.89643)  0.135
H (3.24205, 2.29975, 0.67706)  0.041
H (5.40533, 2.90573, -0.75160)  0.053
H (2.63838, -0.59239, 0.73090)  0.123
N (1.51511, 4.70129, -0.71795)  0.003
C (0.44580, 5.54169, -0.86865)  -0.130
C (-0.23339, 5.16021, -1.99341)  -0.100
C (0.45009, 4.04255, -2.54306)  -0.117
C (1.52164, 3.78030, -1.73313)  -0.147
H (2.18802, 4.75629, 0.02307)  0.137
H (0.26249, 6.33588, -0.16607)  0.110
H (-1.12145, 5.62965, -2.38084)  0.094
H (0.18399, 3.49510, -3.43213)  0.088
H (2.28565, 3.02226, -1.79459)  0.088
N (-3.58162, -3.57082, -1.01924)  0.007
C (-3.79007, -2.56520, -0.11568)  -0.149
C (-5.07207, -2.11268, -0.27811)  -0.111
C (-5.66141, -2.87853, -1.31977)  -0.109
C (-4.71781, -3.77038, -1.75411)  -0.139
H (-2.72632, -4.08335, -1.12669)  0.144
H (-3.01095, -2.26047, 0.56110)  0.084
H (-5.53743, -1.32240, 0.28694)  0.087
H (-6.66309, -2.78580, -1.70378)  0.090
H (-4.75694, -4.52609, -2.51936)  0.106
N (-1.39173, -0.76184, 2.43962)  0.002
C (-2.56282, -0.07851, 2.62994)  -0.145
C (-2.59229, 0.34749, 3.93039)  -0.109
C (-1.39002, -0.09234, 4.54863)  -0.103
C (-0.67055, -0.77209, 3.60366)  -0.138
H (-1.10467, -1.19024, 1.57939)  0.124
H (-3.26919, 0.04427, 1.82579)  0.101
H (-3.38527, 0.91467, 4.38836)  0.071
H (-1.08953, 0.07229, 5.56958)  0.093
H (0.28717, -1.26046, 3.65836)  0.105
N (-6.26857, 0.85292, 5.14656)  0.002
C (-7.44010, 1.53365, 5.33681)  -0.143
C (-7.46904, 1.96385, 6.63642)  -0.114
C (-6.26501, 1.52799, 7.25382)  -0.110
C (-5.54622, 0.84848, 6.30778)  -0.152
H (-5.98223, 0.42118, 4.28780)  0.137
H (-8.14887, 1.65174, 4.53550)  0.103
H (-8.26374, 2.52822, 7.09434)  0.088
H (-5.96278, 1.69516, 8.27380)  0.089
H (-4.58763, 0.36184, 6.36118)  0.098
N (7.02945, -2.57893, -2.76450)  0.010
C (6.79081, -3.90483, -2.53061)  -0.146
C (7.81304, -4.62259, -3.09287)  -0.119
C (8.70592, -3.68995, -3.68598)  -0.117
C (8.19455, -2.43857, -3.46383)  -0.140
H (6.43885, -1.82216, -2.46951)  0.111
H (5.91752, -4.22294, -1.98711)  0.102
H (7.91087, -5.69512, -3.07991)  0.086
H (9.61791, -3.91239, -4.21396)  0.086
H (8.55769, -1.46462, -3.74271)  0.107

Cartesian forces (eV/Å) of the 2 atoms listed first:
C -0.182 -0.586 -0.521
C -0.317 0.591 0.058

The gap between HOMO and LUMO is 0.2352 Eh. As for the SMILES: CCCC1=CC(=O)C(P(O)O)=CC1=O.c1cc[nH]c1.c1cc[nH]c1.c1cc[nH]c1.c1cc[nH]c1.c1cc[nH]c1. The calculation puts the HOMO energy at -8.00 eV. Its net charge is 0.

DFT (ωB97M-V/def2-TZVPD) results for a molecular structure, C8H19N2O4Se2Tc at a distorted geometry.

Each line ends with the Löwdin charge.
Positions of all 36 atoms, in Å:
Tc (0.44627, 0.29119, -0.97729)  1.307
C (-3.28273, 3.24862, -0.20069)  -0.285
Se (-2.12881, 2.30486, -1.47183)  1.101
C (-3.31844, 0.84235, -2.02677)  -0.484
C (-2.93506, -0.34009, -1.19194)  -0.527
Se (-1.33189, -1.15336, -1.91334)  1.035
C (-1.39577, -2.81526, -0.88484)  -0.267
H (-3.54699, 4.19806, -0.65809)  0.052
H (-2.71076, 3.43540, 0.70291)  0.044
H (-4.17323, 2.66425, 0.01115)  0.050
H (-3.21339, 0.68899, -3.10012)  0.078
H (-4.35631, 1.12064, -1.83830)  0.104
H (-3.66573, -1.15859, -1.20686)  0.106
H (-2.77813, -0.06272, -0.15119)  0.077
H (-2.21974, -3.37547, -1.32473)  0.063
H (-1.57712, -2.60057, 0.16344)  0.048
H (-0.46326, -3.35183, -1.03894)  0.052
C (3.70175, -0.73829, 3.16003)  0.053
N (2.98779, -0.38801, 1.90239)  -0.072
C (3.81308, 0.27091, 0.88499)  0.040
C (1.74428, -0.69792, 1.77209)  -0.340
C (0.93409, -1.38587, 2.80681)  0.056
O (1.10799, -0.40857, 0.62741)  -0.278
H (4.74555, -0.46966, 3.03405)  0.114
H (3.61880, -1.80719, 3.34453)  0.120
H (3.27599, -0.17371, 3.98862)  0.123
H (4.38246, 1.05878, 1.37423)  0.125
H (3.20395, 0.70760, 0.09744)  0.072
H (4.50046, -0.46435, 0.46537)  0.131
H (1.23280, -2.43681, 2.86321)  0.130
H (-0.12295, -1.32840, 2.56490)  0.100
H (1.10389, -0.94228, 3.78781)  0.116
O (1.74046, 1.42615, -4.45060)  0.377
N (0.63699, 1.31649, -4.22392)  -0.205
O (-0.42480, 1.20758, -4.60314)  0.327
O (0.46852, 1.31708, -2.28880)  -0.544

Cartesian forces (eV/Å) of the 2 atoms listed first:
Tc -1.085 0.223 0.809
C 0.098 -0.132 -0.006

The gap between HOMO and LUMO (spin up / spin down) is 0.1655 / 0.2549 Eh. The value obtained for the energy above the lowest of the compared OMol25 structures with the same formula, charge and spin is 216.8 kJ/mol. The calculation puts the HOMO energy (spin up / spin down) at -17.88 / -19.15 eV. As for the spin multiplicity: 2. Its net charge is +3. As for the expectation value of S²: 1.006.